1.
The following is a quantum chemistry calculation of a 12-piece molecular cluster, C54H142N10O17 overall in a non-equilibrium geometry, from OMol25.

Last columns: bonded neighbours and bond lengths (Å).
Positions of all 223 atoms, in Å:
1 C 1.47458 -2.08212 0.78135  O2 1.404, H7 1.098, H8 1.090, H9 1.100
2 O 0.80076 -1.09890 0.03927  C1 1.404, C3 1.401
3 C -0.42908 -0.78952 0.63501  O2 1.401, C4 1.520, H10 1.095, H11 1.107
4 C -1.06406 0.34074 -0.15824  C3 1.520, C5 1.507, N6 1.456, H12 1.107
5 C -0.33674 1.65324 -0.01980  C4 1.507, H13 1.091, H14 1.096, H15 1.094
6 N -2.46859 0.47154 0.20258  C4 1.456, H16 1.015, H17 1.019
7 H 2.02597 -1.66733 1.63493  C1 1.098
8 H 2.13755 -2.60172 0.08987  C1 1.090
9 H 0.84016 -2.84454 1.25633  C1 1.100
10 H -1.18233 -1.57031 0.78482  C3 1.095
11 H -0.20255 -0.31689 1.60968  C3 1.107
12 H -0.99961 -0.00448 -1.20789  C4 1.107
13 H -0.62910 2.39623 -0.76371  C5 1.091
14 H 0.72339 1.45083 -0.20968  C5 1.096
15 H -0.40617 2.07558 0.98662  C5 1.094
16 H -2.94884 1.18283 -0.33953  N6 1.015
17 H -3.04801 -0.35118 0.04092  N6 1.019
18 C 1.85407 4.49774 0.03686  O19 1.388, H24 1.102, H25 1.099, H26 1.093
19 O 2.55725 3.84139 1.03708  C18 1.388, C20 1.419
20 C 2.36182 4.33320 2.35337  O19 1.419, C21 1.527, H27 1.096, H28 1.093
21 C 3.62731 4.97558 2.91653  C20 1.527, C22 1.518, N23 1.487, H29 1.093
22 C 3.40082 5.26486 4.38909  C21 1.518, H30 1.093, H31 1.089, H32 1.094
23 N 3.96105 6.26386 2.25388  C21 1.487, H33 1.018, H34 1.021
24 H 2.17556 5.53039 -0.17518  C18 1.102
25 H 0.76697 4.58536 0.17620  C18 1.099
26 H 1.97227 3.97826 -0.91739  C18 1.093
27 H 1.59407 5.11464 2.36228  C20 1.096
28 H 2.08037 3.49959 3.00108  C20 1.093
29 H 4.54265 4.41878 2.70107  C21 1.093
30 H 2.63644 6.03704 4.50577  C22 1.093
31 H 4.29961 5.58982 4.91146  C22 1.089
32 H 3.06823 4.37754 4.93505  C22 1.094
33 H 4.08557 6.10654 1.25554  N23 1.018
34 H 3.14149 6.87285 2.26617  N23 1.021
35 C 2.73924 -0.63642 -2.62145  O36 1.416, H41 1.092, H42 1.092, H43 1.100
36 O 3.52722 -0.93791 -3.75821  C35 1.416, C37 1.391
37 C 4.01468 0.21382 -4.36606  O36 1.391, C38 1.511, H44 1.100, H45 1.100
38 C 4.70912 -0.12733 -5.66423  C37 1.511, C39 1.537, N40 1.470, H46 1.090
39 C 5.35018 1.15597 -6.21748  C38 1.537, H47 1.087, H48 1.093, H49 1.097
40 N 3.79719 -0.65782 -6.68818  C38 1.470, H50 1.012, H51 1.013
41 H 2.22291 -1.55245 -2.32723  C35 1.092
42 H 2.06865 0.18904 -2.86881  C35 1.092
43 H 3.30869 -0.42202 -1.70544  C35 1.100
44 H 3.22636 0.94301 -4.60536  C37 1.100
45 H 4.74625 0.71235 -3.71336  C37 1.100
46 H 5.55090 -0.81028 -5.55112  C38 1.090
47 H 5.39035 1.10198 -7.30274  C39 1.087
48 H 6.35707 1.31744 -5.82273  C39 1.093
49 H 4.82290 2.07605 -5.93807  C39 1.097
50 H 3.55845 -1.61391 -6.45630  N40 1.012
51 H 2.95343 -0.09677 -6.70329  N40 1.013
52 C -4.99957 -3.49636 -4.57919  O53 1.407, H58 1.103, H59 1.094, H60 1.087
53 O -4.24936 -2.90147 -3.54764  C52 1.407, C54 1.416
54 C -4.43341 -3.50932 -2.28215  O53 1.416, C55 1.506, H61 1.102, H62 1.101
55 C -3.91690 -2.59028 -1.20629  C54 1.506, C56 1.513, N57 1.467, H63 1.100
56 C -3.81510 -3.27557 0.13850  C55 1.513, H64 1.086, H65 1.096, H66 1.095
57 N -4.66943 -1.33550 -1.09595  C55 1.467, H67 1.017, H68 1.012
58 H -6.05807 -3.18961 -4.53500  C52 1.103
59 H -5.01033 -4.58837 -4.50674  C52 1.094
60 H -4.59079 -3.08564 -5.49912  C52 1.087
61 H -5.51032 -3.71503 -2.16933  C54 1.102
62 H -3.90413 -4.47425 -2.29638  C54 1.101
63 H -2.93178 -2.24320 -1.55104  C55 1.100
64 H -3.37288 -2.64410 0.90359  C56 1.086
65 H -3.22344 -4.19012 0.02017  C56 1.096
66 H -4.78713 -3.64869 0.47728  C56 1.095
67 H -4.56265 -0.73181 -1.90745  N57 1.017
68 H -5.63171 -1.53947 -0.85767  N57 1.012
69 C -7.19766 3.64227 3.42605  O70 1.397, H75 1.107, H76 1.096, H77 1.088
70 O -5.87889 3.27884 3.14193  C69 1.397, C71 1.405
71 C -5.07153 4.36370 2.76168  O70 1.405, C72 1.484, H78 1.105, H79 1.102
72 C -3.69574 3.90650 2.44304  C71 1.484, C73 1.522, N74 1.498, H80 1.099
73 C -2.74654 5.03501 2.06623  C72 1.522, H81 1.100, H82 1.090, H83 1.085
74 N -3.74002 2.99837 1.25238  C72 1.498, H84 1.021, H85 1.018
75 H -7.63190 4.28232 2.63416  C69 1.107
76 H -7.32662 4.24822 4.32974  C69 1.096
77 H -7.81451 2.74671 3.39371  C69 1.088
78 H -5.48733 4.87815 1.87660  C71 1.105
79 H -5.08674 5.14581 3.53734  C71 1.102
80 H -3.22064 3.38382 3.28451  C72 1.099
81 H -2.54438 5.60553 2.98415  C73 1.100
82 H -3.28816 5.67655 1.37119  C73 1.090
83 H -1.76087 4.74600 1.71536  C73 1.085
84 H -4.49694 2.36130 1.50516  N74 1.021
85 H -2.92485 2.39311 1.32192  N74 1.018
86 C 5.97205 -1.89649 0.89742  O87 1.415, H95 1.096, H96 1.095, H97 1.087
87 O 5.21513 -0.73009 1.16206  C86 1.415, C88 1.399
88 C 5.43555 0.29315 0.23336  O87 1.399, C89 1.518, H98 1.098, H99 1.105
89 C 4.64029 1.50377 0.68666  C88 1.518, N90 1.466, H100 1.092, H101 1.100
90 N 4.96491 2.74766 -0.01888  C89 1.466, C91 1.452, H102 1.021
91 C 4.84651 2.65823 -1.46375  N90 1.452, C92 1.505, H103 1.106, H104 1.094
92 C 5.64974 3.72648 -2.15517  C91 1.505, O93 1.414, H105 1.096, H106 1.101
93 O 5.58168 3.52664 -3.55293  C92 1.414, C94 1.397
94 C 6.57304 4.23780 -4.23365  O93 1.397, H107 1.101, H108 1.092, H109 1.096
95 H 6.99956 -1.57225 0.69550  C86 1.096
96 H 5.58271 -2.48234 0.05855  C86 1.095
97 H 5.95426 -2.50687 1.79700  C86 1.087
98 H 5.16561 -0.01890 -0.78407  C88 1.098
99 H 6.50145 0.57171 0.15220  C88 1.105
100 H 4.91417 1.65549 1.73289  C89 1.092
101 H 3.56729 1.27054 0.61558  C89 1.100
102 H 4.25278 3.41088 0.28951  N90 1.021
103 H 3.82240 2.59862 -1.87677  C91 1.106
104 H 5.24082 1.69045 -1.78582  C91 1.094
105 H 6.68679 3.65926 -1.80633  C92 1.096
106 H 5.26843 4.73346 -1.92582  C92 1.101
107 H 6.50190 5.32797 -4.10089  C94 1.101
108 H 6.46369 4.10858 -5.31274  C94 1.092
109 H 7.57272 3.88732 -3.95168  C94 1.096
110 C -3.26298 0.10821 -4.00681  O111 1.414, H119 1.091, H120 1.098, H121 1.091
111 O -4.52632 0.37511 -3.42955  C110 1.414, C112 1.415
112 C -5.46282 0.81684 -4.39383  O111 1.415, C113 1.499, H122 1.099, H123 1.096
113 C -6.65054 1.36785 -3.66422  C112 1.499, N114 1.470, H124 1.095, H125 1.092
114 N -6.31181 2.70667 -3.15984  C113 1.470, C115 1.473, H126 1.016
115 C -7.23401 3.31337 -2.18401  N114 1.473, C116 1.511, H127 1.092, H128 1.096
116 C -7.21013 2.71095 -0.79822  C115 1.511, O117 1.414, H129 1.102, H130 1.100
117 O -7.37580 1.30670 -0.81629  C116 1.414, C118 1.410
118 C -6.81382 0.64405 0.29384  O117 1.410, H131 1.100, H132 1.095, H133 1.087
119 H -2.58150 -0.15340 -3.19565  C110 1.091
120 H -2.82877 1.00346 -4.47118  C110 1.098
121 H -3.32422 -0.69834 -4.73894  C110 1.091
122 H -5.78307 -0.00862 -5.04567  C112 1.099
123 H -4.98170 1.56946 -5.02877  C112 1.096
124 H -6.88594 0.69844 -2.83013  C113 1.095
125 H -7.53196 1.38748 -4.30829  C113 1.092
126 H -5.40647 2.59190 -2.71245  N114 1.016
127 H -8.23645 3.44890 -2.59445  C115 1.092
128 H -6.83811 4.33515 -2.18326  C115 1.096
129 H -8.01813 3.12256 -0.17285  C116 1.102
130 H -6.26477 2.96581 -0.29796  C116 1.100
131 H -7.21856 0.99286 1.25481  C118 1.100
132 H -5.73166 0.77954 0.38621  C118 1.095
133 H -7.07893 -0.39604 0.12008  C118 1.087
134 C 3.05765 -9.28371 -1.29013  O135 1.408, H143 1.094, H144 1.100, H145 1.085
135 O 2.68743 -8.52246 -0.16543  C134 1.408, C136 1.420
136 C 1.77694 -9.17088 0.71018  O135 1.420, C137 1.501, H146 1.098, H147 1.093
137 C 1.03734 -8.09554 1.45146  C136 1.501, N138 1.467, H148 1.101, H149 1.090
138 N 1.83099 -7.19166 2.29103  C137 1.467, C139 1.481, H150 1.014
139 C 0.95640 -6.55021 3.29910  N138 1.481, C140 1.513, H151 1.099, H152 1.087
140 C 1.71298 -5.44533 4.00328  C139 1.513, O141 1.399, H153 1.101, H154 1.099
141 O 2.87528 -5.96407 4.58352  C140 1.399, C142 1.397
142 C 3.85570 -5.01236 4.87490  O141 1.397, H155 1.100, H156 1.095, H157 1.091
143 H 2.19386 -9.73289 -1.78891  C134 1.094
144 H 3.71012 -10.10101 -0.94809  C134 1.100
145 H 3.65007 -8.63573 -1.92797  C134 1.085
146 H 2.36356 -9.76862 1.42096  C136 1.098
147 H 1.08862 -9.74107 0.08070  C136 1.093
148 H 0.28803 -8.56304 2.10940  C137 1.101
149 H 0.58581 -7.43733 0.70860  C137 1.090
150 H 2.59519 -7.62715 2.79579  N138 1.014
151 H 0.77042 -7.33170 4.04850  C139 1.099
152 H 0.09186 -6.11633 2.80365  C139 1.087
153 H 1.07503 -5.02683 4.79755  C140 1.101
154 H 1.90209 -4.62698 3.29380  C140 1.099
155 H 3.47507 -4.07645 5.31027  C142 1.100
156 H 4.47628 -4.72882 4.01782  C142 1.095
157 H 4.51000 -5.41990 5.64748  C142 1.091
158 C -1.71377 5.50448 -1.25424  O159 1.412, H167 1.097, H168 1.083, H169 1.099
159 O -0.87170 6.24321 -2.11416  C158 1.412, C160 1.405
160 C -0.19768 5.39898 -3.01269  O159 1.405, C161 1.506, H170 1.103, H171 1.103
161 C 0.29158 6.17746 -4.20520  C160 1.506, N162 1.446, H172 1.092, H173 1.098
162 N 1.30982 7.15346 -3.88656  C161 1.446, C163 1.446, H174 0.998
163 C 2.54443 6.72457 -3.26838  N162 1.446, C164 1.530, H175 1.098, H176 1.091
164 C 3.45048 5.85344 -4.14159  C163 1.530, O165 1.398, H177 1.091, H178 1.110
165 O 3.84380 6.36662 -5.38122  C164 1.398, C166 1.413
166 C 4.66043 7.51222 -5.25307  O165 1.413, H179 1.089, H180 1.098, H181 1.089
167 H -2.28661 4.82463 -1.89615  C158 1.097
168 H -2.33779 6.18215 -0.68491  C158 1.083
169 H -1.14428 4.86821 -0.56276  C158 1.099
170 H -0.82467 4.57632 -3.39580  C160 1.103
171 H 0.59608 4.88739 -2.44362  C160 1.103
172 H -0.57724 6.67720 -4.63800  C161 1.092
173 H 0.70875 5.56263 -5.01368  C161 1.098
174 H 1.26594 8.11465 -4.15314  N162 0.998
175 H 2.30836 6.14210 -2.36829  C163 1.098
176 H 3.04418 7.63213 -2.92742  C163 1.091
177 H 3.02952 4.84839 -4.20186  C164 1.091
178 H 4.37031 5.70600 -3.53859  C164 1.110
179 H 4.94043 7.81865 -6.25968  C166 1.089
180 H 5.59883 7.23595 -4.75415  C166 1.098
181 H 4.13095 8.31757 -4.74551  C166 1.089
182 C -4.10686 0.22516 4.31668  O183 1.404, H191 1.097, H192 1.099, H193 1.090
183 O -3.80053 -1.11871 4.58209  C182 1.404, C184 1.395
184 C -2.59899 -1.55477 4.02443  O183 1.395, C185 1.515, H194 1.105, H195 1.105
185 C -1.97306 -2.72959 4.74783  C184 1.515, N186 1.489, H196 1.092, H197 1.089
186 N -1.23677 -2.35706 5.98729  C185 1.489, C187 1.475, H198 1.018
187 C -2.12915 -2.09332 7.13127  N186 1.475, C188 1.518, H199 1.098, H200 1.093
188 C -2.79000 -3.35662 7.65355  C187 1.518, O189 1.402, H201 1.102, H202 1.101
189 O -2.96825 -3.24795 9.03966  C188 1.402, C190 1.420
190 C -3.55188 -4.38331 9.66154  O189 1.420, H203 1.093, H204 1.092, H205 1.090
191 H -4.17551 0.46026 3.24764  C182 1.097
192 H -3.38847 0.90226 4.80006  C182 1.099
193 H -5.06875 0.47717 4.76352  C182 1.090
194 H -1.80140 -0.79537 3.93861  C184 1.105
195 H -2.78609 -1.80573 2.96495  C184 1.105
196 H -1.18704 -3.11805 4.09653  C185 1.092
197 H -2.70988 -3.48073 5.02811  C185 1.089
198 H -0.84785 -1.43830 5.78583  N186 1.018
199 H -2.87855 -1.33012 6.88376  C187 1.098
200 H -1.56994 -1.63058 7.94864  C187 1.093
201 H -2.15212 -4.21223 7.38058  C188 1.102
202 H -3.75329 -3.51810 7.14617  C188 1.101
203 H -4.20820 -3.97749 10.43602  C190 1.093
204 H -2.77788 -4.94706 10.18666  C190 1.092
205 H -4.15522 -4.99209 8.98851  C190 1.090
206 C -1.00630 -5.94140 -0.95273  C207 1.517, H209 1.095, H210 1.092, H211 1.094
207 C 0.02818 -4.92450 -1.39586  C206 1.517, O208 1.415, H212 1.100, H213 1.092
208 O 0.23125 -4.91186 -2.79570  C207 1.415, H214 0.962
209 H -1.93316 -5.95233 -1.53531  C206 1.095
210 H -1.31543 -5.81159 0.08601  C206 1.092
211 H -0.58780 -6.94466 -1.08001  C206 1.094
212 H 0.95326 -5.18874 -0.86179  C207 1.100
213 H -0.21520 -3.90409 -1.09394  C207 1.092
214 H 0.15178 -5.81511 -3.11656  O208 0.962
215 C 4.18940 -5.30590 -0.09995  C216 1.537, H218 1.096, H219 1.087, H220 1.093
216 C 4.50795 -5.34077 1.40286  C215 1.537, O217 1.425, H221 1.094, H222 1.091
217 O 4.80145 -6.68501 1.77212  C216 1.425, H223 0.967
218 H 3.33449 -5.98835 -0.16348  C215 1.096
219 H 5.02240 -5.65921 -0.70269  C215 1.087
220 H 3.85406 -4.33501 -0.47365  C215 1.093
221 H 3.65158 -5.01125 1.99889  C216 1.094
222 H 5.32013 -4.63056 1.56713  C216 1.091
223 H 3.92968 -7.09529 1.69103  O217 0.967

Its max |F| is 2.561 eV Å⁻¹. The energy above the lowest of the compared OMol25 structures with the same formula, charge and spin comes out at 0.000 eV. As for the SMILES: COC[C@H](C)N.COC[C@H](C)N.COC[C@H](C)N.COC[C@H](C)N.COC[C@H](C)N.COCCNCCOC.COCCNCCOC.COCCNCCOC.COCCNCCOC.COCCNCCOC.CCO.CCO. For the LUMO energy, the calculation gives 0.445 eV. The calculation puts the highest occupied orbital energy at -8.07 eV.

=====

2.
The following is a quantum chemistry calculation of the molecule C3H6N2 in a non-equilibrium geometry, from OMol25.

Last columns: bonded neighbours and bond lengths (Å).
Positions of all 11 atoms, in Å:
1 H 2.17072 -0.38042 2.62432  N2 1.066
2 N 1.18276 -0.64003 2.31947  H1 1.066, N3 1.262
3 N 1.07827 -0.21608 1.13591  N2 1.262, C4 1.320
4 C -0.09629 -0.30690 0.54062  N3 1.320, C5 1.690, C6 1.540, H7 1.061
5 C -0.50845 0.90141 -0.56623  C4 1.690, C6 1.484, H8 1.083, H9 1.090
6 C -0.06934 -0.45056 -0.99248  C4 1.540, C5 1.484, H10 1.109, H11 1.179
7 H -0.94497 -0.44531 1.16173  C4 1.061
8 H 0.08687 1.80442 -0.61969  C5 1.083
9 H -1.59845 0.90420 -0.56032  C5 1.090
10 H -0.84913 -1.19020 -1.26455  C6 1.109
11 H 1.03558 -0.80470 -1.19978  C6 1.179

Its max |F| is 4.618 eV Å⁻¹. The energy above the lowest of the compared OMol25 structures with the same formula, charge and spin comes out at 3.426 eV. As for the SMILES: [H]/N=N/C1CC1. For the LUMO energy, the calculation gives 0.957 eV. The calculation puts the highest occupied orbital energy at -8.85 eV.

=====

3.
The following is a quantum chemistry calculation of a 2-piece molecular cluster, C5H10N2S overall in a non-equilibrium geometry, from OMol25.

Last columns: bonded neighbours and bond lengths (Å).
Positions of all 18 atoms, in Å:
1 C 1.52838 1.66680 -1.75731  C2 1.443, H6 1.051, H7 1.194, H8 1.074
2 C 1.21280 1.45832 -0.36441  C1 1.443, N3 1.294, H9 1.112
3 N 0.06586 1.64100 0.20653  C2 1.294, C4 1.441, S5 1.731
4 C -0.11856 1.51984 1.63071  N3 1.441, H10 1.097, H11 1.115, H12 1.166
5 S -1.32242 2.39312 -0.50183  N3 1.731
6 H 2.33601 1.11769 -2.14633  C1 1.051
7 H 1.67244 2.84867 -1.84393  C1 1.194
8 H 0.73298 1.45689 -2.44791  C1 1.074
9 H 2.09043 1.19961 0.26774  C2 1.112
10 H 0.19508 2.42419 2.16611  C4 1.097
11 H -1.21401 1.40334 1.80411  C4 1.115
12 H 0.35070 0.58708 2.14924  C4 1.166
13 C -1.47204 -3.68917 -0.02203  C14 1.407, H16 1.101, H17 1.132, H18 1.024
14 C -0.85603 -2.46048 0.27922  C13 1.407, N15 1.138
15 N -0.32281 -1.49051 0.54345  C14 1.138
16 H -1.37551 -4.26783 0.90910  C13 1.101
17 H -1.05856 -4.42863 -0.77331  C13 1.132
18 H -2.44476 -3.37992 -0.09914  C13 1.024

Its max |F| is 3.651 eV Å⁻¹. The energy above the lowest of the compared OMol25 structures with the same formula, charge and spin comes out at 2.791 eV. As for the SMILES: C/C=[N+](/C)[S-].CC#N. For the LUMO energy, the calculation gives 0.625 eV. The calculation puts the highest occupied orbital energy at -7.37 eV.